{"formula": "C2H4Cl2O", "method": "wB97M-V/def2-TZVPD", "e_lumo_ev": 0.32, "multiplicity": 1, "total_charge": 0, "homo_lumo_gap_ev": 9.90, "de_lowest_kj_mol": 235.4, "total_energy_ev": -29228.654, "elements": ["C", "C", "O", "Cl", "Cl", "H", "H", "H", "H"], "positions_angstrom": [[-1.29970, 0.54081, -0.00810], [2.12510, -0.74882, 0.42120], [2.23933, -2.00406, 0.27893], [-1.96174, -1.08838, -0.39358], [3.30799, 0.32430, -0.40025], [-2.02656, 1.02470, 0.52266], [-1.03693, 1.04421, -0.96193], [-0.41552, 0.46406, 0.51990], [2.93480, -2.29518, -0.34536]], "nbo_charge": [-0.54, 0.26, -0.62, -0.10, -0.12, 0.20, 0.21, 0.22, 0.49]}



{"formula": "C25H24ClFeN7OSi", "method": "wB97M-V/def2-TZVPD", "e_lumo_ev": [-3.76, -3.82], "s_squared": 0.79, "multiplicity": 2, "total_charge": 1, "homo_lumo_gap_ev": [5.97, 5.29], "de_lowest_kj_mol": 215.9, "total_energy_ev": -93575.135, "elements": ["Fe", "Cl", "C", "C", "C", "C", "O", "C", "C", "N", "C", "C", "C", "C", "C", "C", "C", "C", "N", "C", "C", "H", "H", "H", "H", "H", "H", "H", "H", "H", "H", "N", "C", "N", "C", "N", "C", "C", "N", "C", "C", "N", "H", "H", "H", "H", "H", "C", "Si", "C", "C", "H", "H", "H", "H", "H", "H", "H", "H", "H"], "positions_angstrom": [[0.25739, -0.55932, -0.24964], [-0.61401, 6.51678, -1.65804], [-0.68831, 4.79538, -1.67554], [-0.74411, 4.12618, -2.89724], [-0.76471, 2.74228, -2.90804], [-0.74551, 2.02368, -1.72464], [-0.61751, 0.67528, -1.74214], [-0.74311, 2.68928, -0.47274], [-0.78721, 2.01388, 0.77796], [-0.87321, 0.71218, 0.93746], [-1.10961, 0.12258, 2.14576], [-1.54641, 0.80268, 3.29156], [-1.77141, 0.13988, 4.48786], [-1.58631, -1.22152, 4.58986], [-1.15951, -1.95782, 3.47216], [-0.93221, -3.34832, 3.52536], [-0.50531, -4.00932, 2.39906], [-0.27151, -3.27392, 1.24106], [-0.46551, -1.96652, 1.16046], [-0.92011, -1.29242, 2.23596], [-0.69821, 4.09668, -0.48714], [-0.74161, 4.68568, -3.81764], [-0.77701, 2.20718, -3.84474], [-0.75961, 2.66668, 1.64906], [-1.73371, 1.86318, 3.24696], [-2.10371, 0.70238, 5.34596], [-1.78201, -1.73842, 5.51546], [-1.08121, -3.86442, 4.46056], [-0.33691, -5.07252, 2.39806], [0.09389, -3.76642, 0.35156], [-0.66221, 4.63348, 0.44826], [3.25209, -0.19212, 2.98476], [1.95129, -0.31342, 2.69346], [1.78729, -0.30732, 1.38856], [3.06219, -0.16582, 0.90376], [3.96819, -0.09782, 1.86236], [3.27319, -0.05652, -0.50434], [4.53559, 0.07668, -1.09294], [4.68219, 0.26258, -2.38064], [3.57139, 0.33048, -3.12254], [2.31889, 0.15158, -2.56944], [2.14689, -0.05262, -1.26184], [3.70959, -0.16072, 3.88396], [1.17839, -0.39462, 3.42886], [5.42129, 0.01488, -0.47904], [3.70719, 0.51898, -4.17604], [1.42329, 0.17548, -3.17154], [-2.97081, -0.99262, -0.99854], [-1.49281, -0.67022, -2.16294], [-2.08111, -0.53262, -3.97304], [-0.15311, -2.03182, -2.04574], [-3.57781, -1.80792, -1.37844], [-3.61851, -0.12382, -0.92294], [-2.66181, -1.25852, 0.00856], [-2.54211, -1.46482, -4.28214], [-1.26971, -0.33852, -4.66814], [-2.82091, 0.25128, -4.09824], [-0.62221, -3.00972, -2.00974], [0.48449, -1.92992, -1.15114], [0.50809, -2.02482, -2.90764]], "nbo_charge": [0.70, 0.04, -0.07, -0.16, -0.25, 0.35, -0.88, -0.12, 0.17, -0.54, 0.20, -0.23, -0.20, -0.17, -0.10, -0.10, -0.25, 0.08, -0.46, 0.13, -0.17, 0.24, 0.23, 0.18, 0.22, 0.23, 0.23, 0.23, 0.24, 0.21, 0.23, -0.32, 0.20, -0.52, 0.26, -0.23, 0.10, 0.06, -0.35, 0.01, 0.00, -0.41, 0.43, 0.23, 0.22, 0.22, 0.21, -1.12, 1.85, -1.14, -1.07, 0.25, 0.25, 0.24, 0.25, 0.24, 0.25, 0.26, 0.18, 0.25]}



{"formula": "C14H10Br2N7O4PdS3", "method": "wB97M-V/def2-TZVPD", "e_lumo_ev": 1.83, "multiplicity": 1, "total_charge": -1, "homo_lumo_gap_ev": 7.44, "de_lowest_kj_mol": 160.3, "total_energy_ev": -209372.548, "elements": ["Pd", "Br", "C", "C", "C", "N", "C", "C", "C", "C", "C", "Br", "C", "C", "N", "H", "H", "H", "H", "H", "H", "N", "C", "N", "S", "H", "H", "H", "H", "O", "N", "C", "C", "N", "C", "N", "O", "S", "O", "O", "S"], "positions_angstrom": [[-0.17896, 0.15403, 0.60209], [-0.58692, -6.04036, -1.76120], [-0.54264, -4.22648, -1.21772], [-1.51976, -3.72994, -0.38379], [-1.43567, -2.39249, -0.03202], [-0.45853, -1.59866, -0.47093], [0.50282, -2.08268, -1.26158], [0.47620, -3.41005, -1.66819], [1.61471, -1.19604, -1.68900], [2.88409, -1.74720, -1.84836], [3.91710, -0.90752, -2.20057], [5.66626, -1.60589, -2.40705], [3.68684, 0.43974, -2.37786], [2.38532, 0.88376, -2.19874], [1.36670, 0.09746, -1.87856], [-2.32141, -4.34553, -0.00516], [-2.16548, -1.92016, 0.62093], [1.23075, -3.79301, -2.33808], [3.07619, -2.79006, -1.64477], [4.48539, 1.12209, -2.63025], [2.14839, 1.93638, -2.30374], [0.75149, 3.98732, 2.78357], [0.48098, 3.36964, 1.61547], [-0.52616, 3.84455, 0.88602], [1.46952, 2.09247, 1.09967], [0.04041, 4.55385, 3.21623], [1.39174, 3.51064, 3.39506], [-1.24604, 4.37006, 1.35878], [-0.87099, 3.22603, 0.15282], [1.84563, -1.07586, 1.15353], [1.11827, -1.12928, 2.20536], [1.68470, -0.84591, 3.36009], [0.89913, -0.89522, 4.55054], [0.31875, -0.94070, 5.54365], [3.07516, -0.52279, 3.46311], [4.19618, -0.27394, 3.54664], [-1.64243, 1.52485, 2.30523], [-2.77181, 1.04188, 1.50351], [-3.94010, 1.89421, 1.52248], [-3.07917, -0.37013, 1.69480], [-1.88768, 1.17285, -0.42316]], "nbo_charge": [0.77, 0.06, -0.02, -0.29, 0.09, -0.42, 0.23, -0.28, 0.20, -0.26, -0.04, 0.06, -0.28, 0.07, -0.40, 0.24, 0.28, 0.23, 0.23, 0.23, 0.21, -0.79, 0.36, -0.78, -0.28, 0.39, 0.42, 0.39, 0.44, -0.57, -0.01, -0.20, 0.29, -0.35, 0.29, -0.35, -1.03, 2.26, -0.99, -1.01, -0.41]}



{"formula": "C4H8N", "method": "wB97M-V/def2-TZVPD", "e_lumo_ev": [-6.87, -6.87], "multiplicity": 1, "total_charge": 1, "homo_lumo_gap_ev": [7.83, 7.83], "de_lowest_kj_mol": 410.6, "total_energy_ev": -5755.609, "elements": ["C", "C", "C", "C", "N", "H", "H", "H", "H", "H", "H", "H", "H"], "positions_angstrom": [[-0.87070, 0.04526, -0.24188], [-0.54081, -1.45585, -0.21595], [-1.88167, 1.02933, -0.51501], [2.56599, 0.15183, 0.82229], [0.25961, -0.26378, 0.17641], [-0.95641, -1.91729, 0.66438], [-0.20606, -1.91679, -1.08197], [-1.49263, 2.10822, -0.39357], [-2.69680, 0.74415, 0.16678], [-2.31750, 0.93982, -1.57529], [2.23486, 1.11014, 0.50185], [3.06334, -0.29836, -0.07592], [2.83879, -0.27667, 1.76787]], "nbo_charge": [0.39, -0.25, -0.71, -0.01, -0.35, 0.21, 0.21, 0.27, 0.28, 0.29, 0.22, 0.22, 0.23]}



{"formula": "C11H24CuF6N6O7", "method": "wB97M-V/def2-TZVPD", "e_lumo_ev": 2.37, "multiplicity": 1, "total_charge": -1, "homo_lumo_gap_ev": 6.64, "total_energy_ev": -96017.652, "elements": ["Cu", "C", "O", "O", "C", "F", "F", "F", "C", "C", "H", "H", "H", "H", "H", "H", "C", "O", "O", "C", "F", "F", "F", "C", "C", "H", "H", "H", "H", "H", "H", "C", "O", "N", "N", "H", "H", "H", "H", "C", "O", "N", "N", "H", "H", "H", "H", "C", "O", "N", "N", "H", "H", "H", "H"], "positions_angstrom": [[4.73486, -9.20320, -14.34768], [3.98267, -5.89919, -14.04610], [4.68100, -6.05019, -12.73773], [3.68960, -7.08978, -14.48247], [2.84078, -4.88676, -13.77936], [2.27467, -5.02577, -12.55483], [3.26428, -3.60232, -13.85359], [1.82557, -5.02281, -14.64272], [5.68034, -5.08874, -12.50481], [6.19401, -5.32449, -11.08253], [5.37422, -5.74557, -10.49954], [7.15249, -5.83045, -11.02399], [6.29886, -4.35977, -10.56683], [5.32300, -4.06080, -12.62106], [6.50876, -5.10210, -13.22978], [4.67488, -5.42844, -14.78384], [3.54176, -11.51726, -15.69146], [4.80337, -11.46939, -15.00818], [3.06279, -10.30440, -15.66750], [3.74719, -12.17583, -17.07237], [4.80766, -11.74250, -17.75972], [3.88156, -13.54365, -16.99018], [2.64594, -12.03682, -17.83802], [5.29652, -12.64072, -14.33943], [6.75310, -12.79363, -14.63675], [7.34747, -11.92338, -14.33270], [7.29110, -13.59891, -14.12343], [6.99412, -12.86597, -15.70120], [4.67095, -13.52885, -14.43397], [5.14146, -12.33114, -13.29325], [2.85530, -12.23155, -15.18141], [4.28468, -7.83054, -18.46314], [3.09790, -7.66788, -18.70549], [4.73604, -8.62477, -17.45423], [5.26192, -7.30165, -19.29545], [3.91464, -9.07596, -17.03637], [5.66339, -8.65420, -17.09047], [6.21136, -7.57742, -19.13660], [5.00462, -6.68523, -20.03832], [7.69131, -8.28654, -15.77344], [6.83119, -9.08202, -15.44742], [8.90781, -8.68030, -16.27010], [7.49353, -6.92889, -15.67158], [8.94660, -9.66992, -16.43732], [9.56400, -8.01335, -16.62322], [7.85030, -6.34640, -16.40678], [6.60965, -6.71261, -15.22870], [5.59318, -9.16379, -11.48561], [6.16434, -9.16674, -12.57149], [4.53341, -8.31259, -11.20690], [5.74889, -10.16879, -10.55292], [4.53525, -8.02344, -10.23572], [4.52082, -7.49899, -11.83465], [5.31920, -10.08698, -9.65163], [6.16513, -11.04883, -10.78708]], "nbo_charge": [0.89, 0.33, -0.60, -0.88, 0.91, -0.34, -0.35, -0.32, -0.06, -0.64, 0.21, 0.21, 0.20, 0.17, 0.15, 0.08, 0.33, -0.61, -0.88, 0.92, -0.33, -0.37, -0.33, -0.08, -0.64, 0.22, 0.19, 0.21, 0.19, 0.16, 0.09, 0.77, -0.67, -0.87, -0.88, 0.47, 0.39, 0.37, 0.39, 0.78, -0.67, -0.85, -0.86, 0.41, 0.39, 0.38, 0.43, 0.79, -0.70, -0.84, -0.85, 0.35, 0.45, 0.38, 0.40]}



{"formula": "C3H10NSi", "method": "wB97M-V/def2-TZVPD", "e_lumo_ev": -3.81, "multiplicity": 1, "total_charge": 1, "homo_lumo_gap_ev": 9.11, "de_lowest_kj_mol": 191.4, "total_energy_ev": -12630.862, "elements": ["C", "C", "C", "N", "Si", "H", "H", "H", "H", "H", "H", "H", "H", "H", "H"], "positions_angstrom": [[1.51556, -1.70285, 0.07777], [1.12226, -0.53126, -0.43961], [0.26454, 0.30016, 0.39952], [0.15605, 1.66856, -0.21541], [-2.07836, -0.43016, 0.29713], [2.21007, -2.28503, -0.53935], [1.32478, -1.86891, 1.16787], [1.25854, -0.27673, -1.51043], [0.71428, 0.54622, 1.44075], [-0.69567, 2.08674, 0.07273], [0.27866, 1.43906, -1.29223], [0.98843, 2.23460, 0.03231], [-2.54865, 0.14011, 1.56354], [-2.14634, 0.47065, -0.94746], [-2.36415, -1.79116, -0.10715]], "nbo_charge": [-0.33, -0.32, -0.33, -0.71, 0.84, 0.23, 0.21, 0.21, 0.24, 0.44, 0.45, 0.44, -0.12, -0.17, -0.10]}